Entry 1:
The following is a quantum chemistry calculation of C5H14N2O in the gas phase, from the OMol25 dataset.

Properties
Energy above the lowest of the compared OMol25 structures with the same formula, charge and spin: 4.534 eV
HOMO energy: -8.221 eV
SMILES string: C[C@@H](CCN)NCO
LUMO energy: 0.9 eV
Largest force on an atom: 0.117 hartree/bohr
Total charge: 0

Positions of all 22 atoms, in Å:
C: -1.41457 1.48457 -0.23801
C: -0.29713 0.42330 -0.04407
C: -0.31961 -0.97528 -0.61255
C: -1.15492 -1.89169 0.22474
N: -1.14389 -1.58999 1.66044
N: 0.86219 1.03202 -0.89295
C: 2.21551 0.72323 -0.36216
O: 2.70326 1.97290 0.05586
H: -1.81065 1.56648 -1.24640
H: -2.16561 1.25750 0.45767
H: -0.98888 2.57814 -0.16373
H: -0.00215 0.53841 1.17656
H: -0.56192 -0.97663 -1.70379
H: 0.59978 -1.56720 -0.70632
H: -1.11553 -3.00579 -0.00143
H: -2.26328 -1.83392 -0.00023
H: -0.15962 -1.35419 1.77662
H: -1.37826 -2.34496 2.21645
H: 0.65169 1.33682 -1.78225
H: 2.18586 -0.12018 0.43840
H: 2.98376 0.65637 -1.24876
H: 2.57398 2.09009 0.99590

Here are the Löwdin charges for atoms 1 to 8, given in e:
1 C -0.072
2 C -0.346
3 C -0.210
4 C -0.326
5 N 0.001
6 N -0.052
7 C -0.294
8 O -0.088

Entry 2:
The following is a quantum chemistry calculation of a molecular structure, C21H39NOP2Pb, from the OMol25 dataset.

Properties
HOMO energy: -5.184 eV
LUMO energy: 0.2 eV
Largest force on an atom: 0.082 hartree/bohr
Total charge: 0

Positions of all 65 atoms, in Å:
Pb: -0.25188 -0.07132 0.08196
P: 0.02202 -2.48418 -1.09905
P: -0.38724 2.52677 1.02563
N: 1.92828 -0.00568 0.43302
H: -0.65009 1.40221 -1.58038
C: 0.36230 -2.59055 -2.86745
H: 0.41521 -3.65875 -3.12685
H: 1.32417 -2.09819 -3.07738
H: -0.42918 -2.09095 -3.44567
C: -1.49262 -3.40453 -0.72949
H: -1.39763 -4.39926 -1.18202
H: -2.37394 -2.87918 -1.11864
H: -1.61515 -3.48960 0.35856
C: 1.37339 -3.33142 -0.23083
H: 1.39658 -4.37140 -0.59248
H: 1.20030 -3.30502 0.85652
H: 2.32422 -2.81805 -0.43658
C: -0.05180 3.96388 -0.04731
H: -0.09024 4.87120 0.56642
H: -0.75166 4.07183 -0.88897
H: 0.94536 3.80199 -0.48019
C: -1.96844 2.64393 1.92719
H: -2.03420 3.65459 2.35100
H: -2.02938 1.89278 2.72761
H: -2.80902 2.47238 1.25257
C: 0.88510 2.60549 2.31956
H: 0.78028 3.58996 2.80100
H: 1.88542 2.49711 1.88119
H: 0.76241 1.81364 3.07136
C: 3.05068 -0.29267 1.05241
C: 5.46843 -0.24005 0.78559
C: 4.22647 -0.05568 0.25049
C: 3.19749 -0.76918 2.41097
C: 4.45815 -0.94416 2.92970
C: 5.59097 -0.68080 2.11937
H: 6.35413 -0.03836 0.16194
H: 4.01670 0.29036 -0.77126
H: 2.26101 -0.95094 2.97335
H: 4.57384 -1.28537 3.96470
H: 6.58527 -0.82517 2.54326
C: -3.24537 -0.23344 -1.15174
O: -2.62097 -0.65698 -0.11991
C: -2.72772 -0.31353 -2.55641
H: -3.39094 0.17613 -3.27315
H: -2.64701 -1.36885 -2.84555
H: -1.75111 0.15974 -2.76592
C: -4.66326 0.12104 -0.93421
H: -4.97214 1.04122 -1.40930
H: -4.76905 0.24158 0.14247
H: -5.29365 -0.67980 -1.31721
C: -4.70327 3.10713 -2.53582
C: -3.97725 3.31740 -1.20153
C: -3.63700 4.82142 -1.18066
C: -4.94145 3.17076 -0.00716
C: -2.74825 2.51018 -1.18769
C: -1.65296 1.93413 -1.35120
H: -5.56450 3.79637 -2.61152
H: -5.01435 2.05791 -2.66473
H: -3.98221 3.36133 -3.32671
H: -4.59252 5.38378 -1.24463
H: -3.11377 5.05192 -0.24065
H: -2.98822 5.04028 -2.04185
H: -5.24662 2.14100 0.20028
H: -4.44957 3.56590 0.88524
H: -5.83724 3.77854 -0.22151

Here are the Löwdin charges for atoms 1 to 8, given in e:
1 Pb 0.973
2 P 0.637
3 P 0.672
4 N -0.198
5 H 0.007
6 C -0.269
7 H 0.046
8 H 0.055

Entry 3:
The following is a quantum chemistry calculation of a molecular structure, C36H47N2O2PSSbSe4Si2Tc, from the OMol25 dataset.

Properties
Energy above the lowest of the compared OMol25 structures with the same formula, charge and spin: 2.065 eV
HOMO energy: -12.400 eV
LUMO energy: -6.9 eV
Largest force on an atom: 0.109 hartree/bohr
Total charge: +2

Positions of all 97 atoms, in Å:
Tc: -1.17414 -0.39912 0.67718
O: -2.67038 -1.11770 -0.49079
N: -3.91008 -1.29635 -0.03098
C: -4.77979 -1.97966 -0.79847
C: -6.07939 -2.08947 -0.39422
C: -6.47875 -1.49234 0.80736
C: -5.55687 -0.84821 1.59664
C: -4.22480 -0.77748 1.17906
S: -2.98277 -0.06114 2.10338
H: -4.36679 -2.40637 -1.70265
H: -6.78565 -2.62940 -1.00111
H: -7.50699 -1.55454 1.12401
H: -5.82569 -0.38908 2.53744
C: -0.74514 2.85676 -2.00074
C: -2.17811 2.41475 -1.69759
C: -2.56740 1.22364 -2.57407
C: -2.40542 2.18944 -0.17458
C: -2.70463 3.51606 0.54802
O: -1.53299 3.77968 1.30055
C: -0.78087 2.68960 1.25299
N: -1.22303 1.71677 0.53422
C: 0.50899 2.78293 1.92425
C: 1.05872 4.05925 2.04785
C: 2.29333 4.22792 2.64291
C: 3.00541 3.12536 3.08778
C: 2.46444 1.85493 2.98372
C: 1.20633 1.67338 2.41582
P: 0.40675 0.04762 2.45692
C: -0.59755 0.10694 3.94911
C: -1.17204 1.30592 4.36598
C: -2.12024 1.30006 5.37204
C: -2.48791 0.10558 5.97174
C: -1.90556 -1.08933 5.57234
C: -0.97042 -1.09631 4.55445
C: 1.76352 -1.09752 2.84239
C: 2.16106 -1.29807 4.16559
C: 3.14730 -2.22589 4.44465
C: 3.70833 -2.98073 3.42740
C: 3.34543 -2.76486 2.10601
C: 2.39774 -1.80071 1.81528
H: -0.66496 3.15047 -3.04407
H: -0.02168 2.05138 -1.83046
H: -0.44884 3.70214 -1.38139
H: -2.86604 3.22648 -1.96450
H: -1.93346 0.34930 -2.40036
H: -2.45519 1.48706 -3.62439
H: -3.60655 0.92888 -2.41490
H: -3.24994 1.49468 -0.04846
H: -3.55262 3.45344 1.23960
H: -2.87417 4.34238 -0.14176
H: 0.51295 4.90880 1.66554
H: 2.69056 5.22285 2.76188
H: 3.98230 3.25629 3.52432
H: 3.01618 1.00118 3.34923
H: -0.88176 2.24565 3.91051
H: -2.57373 2.23157 5.67854
H: -3.23322 0.10773 6.75261
H: -2.19057 -2.02034 6.04260
H: -0.51955 -2.03412 4.23782
H: 1.70208 -0.72898 4.96383
H: 3.46273 -2.37043 5.46576
H: 4.43810 -3.73871 3.66306
H: 3.79613 -3.33758 1.30165
H: 2.17219 -1.55250 0.77072
Se: 2.61549 -3.90532 -1.28295
Sb: 0.33183 -3.44880 -0.83562
Se: -0.68891 -2.49668 1.29852
Se: 0.17262 -0.80338 -1.05254
Se: -1.17386 -4.59951 -2.29318
C: 1.74284 -4.13405 -5.07315
Si: 0.92826 -2.46868 -5.25197
C: -0.82443 -2.07009 -4.71410
C: 1.72111 -0.97380 -6.09508
C: 1.69805 -0.55643 -2.03917
Si: 3.24926 0.61052 -2.22642
C: 2.76642 1.88286 -3.57111
C: 4.52125 -0.68879 -2.77475
C: 3.55962 1.38746 -0.51608
H: 2.66524 -4.20996 -5.64610
H: 1.06538 -4.91719 -5.41138
H: 1.97902 -4.35208 -4.03089
H: -1.45378 -2.96055 -4.66745
H: -1.28921 -1.33275 -5.36934
H: -0.78932 -1.65370 -3.70109
H: 1.26327 -0.79922 -7.06890
H: 2.78778 -1.09473 -6.27154
H: 1.58231 -0.06268 -5.51599
H: 1.87280 -1.50085 -2.59441
H: 1.69699 1.89967 -3.76123
H: 3.26792 1.66393 -4.50943
H: 3.05755 2.89010 -3.28128
H: 4.31307 -1.04274 -3.77906
H: 4.52568 -1.56861 -2.12941
H: 5.52291 -0.27131 -2.78434
H: 2.62520 1.56073 0.01959
H: 4.08697 2.33644 -0.57960
H: 4.16576 0.72025 0.09017

Here are the Löwdin charges for atoms 1 to 8, given in e:
1 Tc 0.420
2 O -0.400
3 N -0.166
4 C 0.010
5 C -0.018
6 C -0.024
7 C -0.052
8 C -0.583

Entry 4:
The following is a quantum chemistry calculation of H8O2Si3 in the gas phase, from the OMol25 dataset.

Properties
HOMO energy: -8.730 eV
SMILES string: O[Si](O)([SiH3])[SiH3]
LUMO energy: 0.4 eV
Largest force on an atom: 0.071 hartree/bohr
Total charge: 0

Positions of all 13 atoms, in Å:
O: -1.53190 -0.74189 1.16949
O: -0.17800 1.36769 1.88677
Si: -0.92768 1.09729 -1.33680
Si: 1.73054 -1.58110 0.17372
Si: -0.34494 0.16924 0.60569
H: -2.32173 -0.35169 1.54335
H: 0.64588 1.75860 1.56096
H: -1.91879 2.08981 -1.68708
H: -1.63867 0.08128 -2.15063
H: 0.47147 1.53079 -1.68366
H: 1.83440 -2.04682 -1.25434
H: 2.72125 -0.59771 0.22601
H: 1.45818 -2.77549 0.94653

Here are the Löwdin charges for atoms 1 to 8, given in e:
1 O -0.235
2 O -0.248
3 Si 0.486
4 Si 0.581
5 Si 0.130
6 H 0.059
7 H 0.007
8 H -0.135